# 1
Entry from the Open Molecules 2025 dataset: a 15-piece molecular cluster, C14H58N4O21 overall (ωB97M-V/def2-TZVPD).

Output
HOMO energy: -0.3376 Ha
Calculated total energy: -2367.17359 Eh
Frontier orbital gap: 8.99 eV

Element x y z (Å)
C: -0.724 -3.321 4.281
C: -0.925 -1.900 4.902
O: -2.316 -1.729 5.183
O: -0.963 -4.373 5.193
H: 0.301 -3.219 3.921
H: -1.365 -3.347 3.399
H: -0.747 -1.095 4.188
H: -0.262 -1.775 5.758
H: -2.783 -1.739 4.342
H: -1.853 -4.376 5.554
C: -2.310 2.287 3.099
C: -2.238 2.681 1.584
O: -3.473 2.356 0.893
O: -1.184 2.562 3.862
H: -2.497 1.211 3.096
H: -3.186 2.689 3.610
H: -1.350 2.232 1.138
H: -2.164 3.766 1.516
H: -3.809 1.553 1.301
H: -1.401 2.301 4.760
C: 0.916 3.939 -0.627
C: 2.374 4.145 -1.181
O: 3.297 3.112 -1.497
O: 0.898 3.600 0.691
H: 0.353 3.200 -1.197
H: 0.492 4.908 -0.890
H: 2.879 4.916 -0.598
H: 2.403 4.710 -2.114
H: 4.163 3.400 -1.200
H: 1.459 2.821 0.728
C: 2.055 -2.970 -2.865
C: 1.954 -2.240 -4.220
O: 2.769 -1.068 -4.350
O: 3.281 -3.596 -2.681
H: 1.256 -3.704 -2.751
H: 1.941 -2.360 -1.968
H: 0.941 -1.991 -4.537
H: 2.415 -2.941 -4.917
H: 2.814 -0.752 -5.255
H: 3.723 -2.844 -2.275
C: -0.497 -0.928 0.389
C: -0.274 0.143 -0.640
O: -0.032 -0.449 -1.919
O: -0.764 -0.371 1.686
H: 0.390 -1.559 0.455
H: -1.304 -1.600 0.095
H: 0.675 0.606 -0.367
H: -0.953 0.992 -0.550
H: 0.550 0.188 -2.346
H: -0.005 0.146 1.971
C: -4.569 -1.261 -1.392
C: -4.142 0.108 -1.732
O: -4.560 0.601 -3.055
O: -3.604 -2.262 -1.835
H: -5.543 -1.571 -1.770
H: -4.636 -1.337 -0.306
H: -3.070 0.174 -1.540
H: -4.539 0.790 -0.980
H: -3.849 0.322 -3.638
H: -3.499 -2.204 -2.788
C: 4.468 -0.551 -1.169
O: 4.820 -1.699 -1.335
N: 3.667 0.110 -1.909
N: 4.784 0.159 -0.145
H: 3.372 -0.276 -2.796
H: 3.325 1.003 -1.589
H: 4.386 1.086 -0.138
H: 5.317 -0.213 0.628
C: 2.932 -1.689 4.075
O: 3.101 -0.504 4.466
N: 2.856 -2.688 4.889
N: 2.721 -1.929 2.790
H: 2.945 -2.488 5.874
H: 3.156 -3.536 4.430
H: 2.618 -2.886 2.484
H: 2.659 -1.066 2.270
O: 1.378 1.546 -2.923
H: 1.891 2.292 -2.608
H: 0.478 1.875 -2.967
O: -1.138 2.806 -3.257
H: -1.826 2.622 -2.613
H: -1.589 3.256 -3.971
O: -0.994 -3.181 -2.254
H: -0.497 -2.362 -2.295
H: -1.741 -2.980 -1.689
O: -3.613 -1.902 2.951
H: -3.104 -1.610 2.193
H: -4.305 -2.451 2.580
O: -0.573 0.206 -5.609
H: -1.401 0.683 -5.547
H: -0.077 0.484 -4.838
O: -2.943 3.380 -1.444
H: -3.088 4.314 -1.288
H: -2.985 2.979 -0.572
O: 1.797 0.966 1.709
H: 1.542 1.638 2.344
H: 2.752 1.031 1.661

# 2
Entry from the Open Molecules 2025 dataset: an isolated ion of composition C5H9BrN3 and charge +1 (ωB97M-V/def2-TZVPD).

Output
HOMO energy (spin up / spin down): -0.4307 / -0.4307 Ha
SMILES: N[C@@H](C=[NH2+])/C=N\C=C\Br
Calculated total energy: -2933.82783 Eh
Total charge: +1
Frontier orbital gap (spin up / spin down): 6.53 / 6.53 eV

Element x y z (Å)
C: -0.109 -1.031 0.791
C: -0.744 1.331 0.366
C: 2.138 -1.307 -0.053
C: -0.724 0.067 -0.432
C: 2.810 -0.130 -0.242
N: 1.082 -1.302 0.793
N: -1.958 1.725 0.705
N: -1.934 -0.378 -1.022
Br: 4.494 -0.383 -1.050
H: -0.729 -1.189 1.681
H: -0.008 1.785 0.847
H: 2.621 -2.175 -0.492
H: 0.025 0.040 -1.302
H: 2.637 0.903 0.020
H: -2.149 2.503 1.389
H: -2.768 1.183 0.397
H: -2.064 -0.895 -1.961
H: -2.620 -0.747 -0.435

# 3
Entry from the Open Molecules 2025 dataset: one molecule with the formula C22H17IN2O3 (ωB97M-V/def2-TZVPD).

Output
HOMO energy: -0.3101 Ha
SMILES: O=c1c2cccc(I)c2nc(-c2ccccc2)n1CCc1cc(O)ccc1O
Calculated total energy: -1481.40863 Eh
Frontier orbital gap: 8.68 eV

Element x y z (Å)
O: 2.156 -0.234 2.767
I: -3.725 3.141 2.642
N: -1.003 1.698 1.328
O: -2.244 -3.409 -0.955
O: 2.492 -1.387 -2.786
C: 1.222 0.330 2.300
C: -0.127 1.147 0.525
C: -0.491 2.491 -3.441
C: -0.090 3.391 -2.420
C: -0.897 1.247 -3.091
C: -1.084 0.770 5.341
C: -2.017 1.634 4.857
C: -0.987 -2.726 -2.927
C: 0.254 -2.277 -3.430
C: 0.003 3.010 -1.148
C: -0.764 0.755 -1.767
C: -0.032 0.321 4.480
C: -0.011 -2.793 -0.630
C: -2.078 1.835 3.416
C: -1.025 1.340 2.643
C: -1.023 -3.077 -1.544
C: 1.298 -1.972 -2.412
C: -0.276 1.621 -0.827
C: 0.092 0.686 3.150
C: 1.118 -2.208 -1.075
N: 1.040 0.474 0.999
C: 2.060 -1.692 -0.019
C: 2.124 -0.090 0.131
H: -2.122 -3.596 -0.041
H: 3.136 -2.067 -2.734
H: -0.563 2.637 -4.521
H: 0.179 4.412 -2.660
H: -1.107 0.565 -3.982
H: -1.095 0.467 6.332
H: -2.732 2.120 5.613
H: -1.791 -2.875 -3.594
H: 0.274 -2.087 -4.500
H: 0.394 3.683 -0.345
H: -1.041 -0.203 -1.486
H: 0.539 -0.417 5.061
H: -0.125 -3.007 0.489
H: 1.902 -2.165 0.961
H: 3.037 -2.005 -0.351
H: 3.143 0.280 0.580
H: 1.988 0.233 -0.930

# 4
Entry from the Open Molecules 2025 dataset: an isolated ion of composition C5H12NS and charge -2 (ωB97M-V/def2-TZVPD).

Output
Expectation value of S²: 0.75
Multiplicity: 2
HOMO energy (spin up / spin down): 0.1444 / -0.0032 Ha
Calculated total energy: -650.47721 Eh
Total charge: -2
Frontier orbital gap (spin up / spin down): 2.17 / 6.08 eV

Element x y z (Å)
C: -1.072 0.200 -0.657
N: -0.437 0.520 0.597
C: 0.350 1.709 1.065
C: 1.775 1.394 1.386
S: 3.116 1.527 0.083
C: -1.464 -1.233 -0.778
C: -0.234 -2.095 -1.193
H: -0.336 0.533 -1.449
H: -1.947 0.822 -0.954
H: 0.091 -0.302 0.867
H: -0.263 1.901 1.994
H: 0.175 2.629 0.520
H: 2.215 1.935 2.222
H: 1.710 0.307 1.674
H: -2.185 -1.365 -1.593
H: -1.870 -1.668 0.169
H: 0.263 -1.433 -1.901
H: 0.400 -2.309 -0.315
H: -0.288 -3.071 -1.738

# 5
Entry from the Open Molecules 2025 dataset: one molecule with the formula C30H32Cl3NO (ωB97M-V/def2-TZVPD).

Output
HOMO energy: -0.3023 Ha
SMILES: CCCCN(CCCC)C[C@H](O)c1cc(Cl)cc2c1-c1ccc(Cl)cc1/C2=C/c1ccc(Cl)cc1
Calculated total energy: -2672.97131 Eh
Frontier orbital gap: 7.61 eV

Element x y z (Å)
C: -8.425 -0.697 1.608
H: -8.351 0.325 1.242
C: -7.494 -1.614 0.823
C: -6.036 -1.178 0.943
C: -5.112 -2.128 0.165
N: -3.723 -1.740 0.011
C: -3.484 -0.529 -0.747
H: -4.430 -0.166 -1.151
H: -3.037 0.261 -0.137
C: -2.551 -0.854 -1.952
C: -1.105 -0.933 -1.508
C: -0.380 0.181 -1.082
C: 0.946 0.023 -0.609
C: 1.535 -1.226 -0.534
C: 0.811 -2.314 -0.996
C: -0.475 -2.174 -1.486
H: -1.006 -3.039 -1.850
Cl: 1.531 -3.886 -0.941
H: 2.520 -1.366 -0.122
C: 1.458 1.317 -0.156
C: 2.658 1.655 0.352
C: 3.874 0.857 0.413
C: 4.326 0.137 -0.695
C: 5.510 -0.571 -0.644
C: 6.255 -0.574 0.526
C: 5.834 0.146 1.634
C: 4.658 0.868 1.567
H: 4.329 1.432 2.427
H: 6.427 0.145 2.535
Cl: 7.731 -1.468 0.598
H: 5.857 -1.120 -1.506
H: 3.752 0.157 -1.609
H: 2.762 2.654 0.760
C: 0.356 2.259 -0.351
C: 0.308 3.614 -0.084
C: -0.838 4.312 -0.436
C: -1.902 3.681 -1.063
C: -1.852 2.321 -1.328
C: -0.731 1.592 -0.959
H: -2.687 1.861 -1.828
H: -2.771 4.255 -1.344
Cl: -0.933 6.006 -0.102
H: 1.131 4.130 0.384
H: -2.640 -0.070 -2.713
O: -2.997 -2.034 -2.562
H: -3.276 -2.614 -1.836
C: -2.838 -1.951 1.140
H: -1.820 -1.838 0.761
H: -2.957 -2.991 1.460
C: -3.018 -1.027 2.357
C: -1.772 -0.984 3.244
C: -0.630 -0.179 2.636
H: 0.203 -0.120 3.333
H: -0.954 0.835 2.406
H: -0.267 -0.636 1.719
H: -1.435 -2.004 3.441
H: -2.045 -0.535 4.202
H: -3.248 -0.014 2.021
H: -3.859 -1.378 2.957
H: -5.525 -2.252 -0.843
H: -5.122 -3.110 0.648
H: -5.757 -1.158 1.996
H: -5.932 -0.163 0.554
H: -7.595 -2.637 1.194
H: -7.788 -1.615 -0.229
H: -8.164 -0.701 2.664
H: -9.457 -1.023 1.508

# 6
Entry from the Open Molecules 2025 dataset: C22H35BiNO3P2 as an isolated structure (ωB97M-V/def2-TZVPD).

Output
HOMO energy (spin up / spin down): -0.3482 / -0.3482 Ha
Calculated total energy: -2036.74612 Eh
Total charge: +1
Frontier orbital gap (spin up / spin down): 4.33 / 4.33 eV

Element x y z (Å)
Bi: 0.421 0.140 -2.935
H: -3.190 -1.441 -0.191
H: -2.991 -0.751 -0.004
P: -0.262 -2.658 -2.732
P: -0.340 2.700 -2.776
C: 1.109 3.579 -2.116
H: 0.981 4.643 -2.356
H: 1.130 3.425 -1.026
H: 2.036 3.211 -2.562
C: -0.598 3.374 -4.437
H: -1.591 3.092 -4.805
H: -0.521 4.465 -4.380
H: 0.155 2.984 -5.128
C: -1.674 3.438 -1.785
H: -1.395 3.431 -0.726
H: -1.811 4.480 -2.111
H: -2.615 2.891 -1.908
C: -0.466 -3.414 -4.384
H: -0.454 -4.508 -4.298
H: -1.415 -3.096 -4.829
H: 0.344 -3.093 -5.045
C: 1.129 -3.649 -2.054
H: 1.259 -3.476 -0.978
H: 0.945 -4.720 -2.232
H: 2.061 -3.361 -2.550
C: -1.673 -3.419 -1.833
H: -2.626 -2.979 -2.149
H: -1.707 -4.504 -2.029
H: -1.581 -3.256 -0.752
C: 1.941 0.434 -1.007
O: 2.861 -0.060 -0.490
H: 1.334 0.038 -4.422
C: 3.749 0.653 3.571
C: 2.856 -0.415 2.991
C: 3.431 -1.393 2.181
C: 2.652 -2.347 1.542
C: 1.279 -2.292 1.653
C: 0.688 -1.275 2.424
N: -0.702 -1.232 2.393
C: -1.571 -0.148 2.339
C: -2.901 -0.390 2.739
C: -3.822 0.656 2.746
C: -3.418 1.959 2.406
C: -2.097 2.207 2.028
C: -1.214 1.131 1.842
C: -0.100 1.328 0.850
O: 0.231 2.503 0.657
O: 0.336 0.285 0.231
C: 1.471 -0.407 3.204
C: 0.891 0.552 4.189
H: 3.509 1.640 3.142
H: 3.678 0.739 4.665
H: 4.799 0.440 3.328
H: 4.518 -1.409 2.077
H: 3.118 -3.145 0.954
H: 0.625 -2.987 1.110
H: -1.157 -2.109 2.152
H: -3.167 -1.413 3.049
H: -4.857 0.451 3.031
H: -4.118 2.798 2.405
H: -1.767 3.220 1.792
H: 0.926 1.574 3.791
H: -0.146 0.328 4.432
H: 1.482 0.554 5.113

# 7
Entry from the Open Molecules 2025 dataset: C36H38N6OZr as an isolated structure (ωB97M-V/def2-TZVPD).

Output
HOMO energy: -0.4845 Ha
Calculated total energy: -1845.08402 Eh
Total charge: +2
Frontier orbital gap: 6.56 eV

Element x y z (Å)
Zr: -0.470 -0.378 -0.343
N: 0.550 9.932 0.210
C: 0.370 8.800 0.162
C: 0.154 7.382 0.107
C: 0.939 6.592 -0.730
C: 0.737 5.224 -0.779
C: -0.241 4.634 0.016
C: -1.027 5.427 0.848
C: -0.837 6.796 0.893
C: -0.447 3.161 -0.017
C: 0.027 2.427 1.070
C: 0.644 2.966 2.221
C: 0.909 1.918 3.079
C: 0.476 0.763 2.431
N: -0.051 1.028 1.214
C: -1.105 2.632 -1.134
C: -1.632 3.360 -2.215
C: -2.251 2.456 -3.067
C: -2.098 1.205 -2.484
N: -1.403 1.273 -1.321
H: 1.704 7.056 -1.337
H: 1.348 4.615 -1.434
H: -1.796 4.969 1.458
H: -1.452 7.413 1.533
H: 0.850 4.012 2.380
H: 1.369 1.957 4.052
H: 0.537 -0.239 2.827
H: -1.573 4.430 -2.331
H: -2.763 2.670 -3.990
H: -2.486 0.269 -2.853
C: -2.773 -2.769 -3.391
C: -2.160 -2.683 -2.031
O: -1.416 -1.725 -1.704
N: -2.411 -3.654 -1.169
C: -1.822 -3.687 0.168
C: -2.486 -2.685 1.089
C: -3.398 -3.101 2.041
C: -4.052 -2.158 2.821
C: -3.797 -0.814 2.605
C: -2.874 -0.469 1.639
N: -2.208 -1.377 0.904
H: -2.484 -1.908 -3.987
H: -3.860 -2.810 -3.320
H: -2.435 -3.674 -3.897
H: -3.003 -4.420 -1.452
H: -0.752 -3.489 0.091
H: -1.945 -4.690 0.566
H: -3.598 -4.156 2.173
H: -4.761 -2.466 3.578
H: -4.300 -0.046 3.175
H: -2.653 0.573 1.437
C: 4.527 -4.588 0.976
C: 3.263 -3.784 1.090
C: 2.414 -3.948 2.177
C: 1.251 -3.195 2.280
C: 0.304 -3.385 3.436
C: 0.977 -2.282 1.279
C: 1.824 -2.055 0.173
C: 2.963 -2.851 0.095
N: 1.369 -1.069 -0.716
C: 2.084 -0.428 -1.862
C: 2.201 1.069 -1.520
C: 3.483 -0.936 -2.202
C: 1.210 -0.598 -3.116
H: 4.558 -5.383 1.718
H: 5.397 -3.947 1.128
H: 4.618 -5.035 -0.014
H: 2.659 -4.661 2.954
H: 0.856 -3.534 4.364
H: -0.315 -4.273 3.287
H: -0.360 -2.528 3.565
H: 0.081 -1.667 1.380
H: 3.656 -2.766 -0.722
H: 2.686 1.196 -0.551
H: 1.216 1.547 -1.492
H: 2.792 1.592 -2.272
H: 4.171 -0.821 -1.365
H: 3.862 -0.332 -3.026
H: 3.470 -1.971 -2.538
H: 0.244 -0.093 -3.013
H: 1.038 -1.656 -3.315
H: 1.709 -0.163 -3.982

# 8
Entry from the Open Molecules 2025 dataset: a 3-piece molecular cluster, C7H18O2 overall (ωB97M-V/def2-TZVPD).

Output
HOMO energy (spin up / spin down): -0.3097 / -0.3098 Ha
Calculated total energy: -427.83498 Eh
Frontier orbital gap (spin up / spin down): 7.87 / 7.87 eV

Element x y z (Å)
C: 1.893 -0.139 0.391
C: 2.967 0.284 1.402
C: 1.821 0.839 -0.786
O: 0.693 -0.273 1.065
O: 2.280 -1.397 -0.214
H: -0.435 0.554 0.640
H: 2.269 -2.051 0.496
H: 2.728 1.265 1.814
H: 3.950 0.318 0.930
H: 2.991 -0.435 2.223
H: 1.517 1.825 -0.433
H: 1.092 0.483 -1.514
H: 2.788 0.917 -1.281
C: -1.801 -0.426 -0.960
C: -1.355 1.388 0.603
C: -1.032 -1.571 -0.599
C: -3.269 -0.355 -0.740
H: -1.396 0.226 -1.724
H: -0.386 -1.941 -1.396
H: -3.557 -0.830 0.198
H: -3.656 0.662 -0.773
H: -0.712 2.045 1.204
H: -1.649 1.956 -0.276
H: -2.208 1.116 1.217
H: -0.186 -1.176 0.177
H: -1.599 -2.363 -0.113
H: -3.748 -0.918 -1.551